1.
9
Properties=species:S:1:pos:R:3:mulliken_charge:R:1 method="wB97M-V/def2-TZVPD" e_above_lowest_ev=3.920 total_energy_ha=-1290.816296 multiplicity=1 mol_weight_g_mol=138.15 gap_ev="7.1 / 7.2" homo_ha="-0.338 / -0.336" lumo_ev="-2.11 / -1.99" total_charge=0
C -0.77 1.63 1.73 0.213
C -0.74 0.96 0.73 -0.549
O 1.27 0.73 -1.00 -0.436
P -0.10 0.02 -0.72 0.329
S -0.97 -1.51 -3.03 -0.188
S 0.42 -1.70 0.35 -0.260
H -0.85 1.80 2.76 0.357
H 2.13 0.72 -0.52 0.346
H -0.40 -2.65 -0.31 0.189

=====

2.
6
Properties=species:S:1:pos:R:3:lowdin_spin:R:1 method="wB97M-V/def2-TZVPD" s_squared=2.007 e_above_lowest_ev=2.089 total_energy_ha=-419.104649 multiplicity=3 mol_weight_g_mol=58.02 gap_ev="6.9 / 7.4" homo_ha="-0.214 / -0.368" lumo_ev="1.12 / -2.61" total_charge=0
C -0.37 -1.48 -0.59 0.874
C 0.06 -0.38 -0.13 0.708
P -0.01 0.92 1.02 0.276
H -0.20 -2.34 -1.23 0.074
H -0.69 1.91 0.31 0.012
H 1.21 1.37 0.62 0.056

=====

3.
6
Properties=species:S:1:pos:R:3:mulliken_charge:R:1 method="wB97M-V/def2-TZVPD" e_above_lowest_ev=1.022 total_energy_ha=-1856.852314 multiplicity=1 mol_weight_g_mol=92.44 gap_ev="6.8 / 6.8" homo_ha="-0.543 / -0.544" lumo_ev="-7.94 / -7.95" total_charge=+1
C -0.11 -0.70 -0.27 -0.611
H -0.43 -1.56 0.31 0.315
C -0.52 0.52 -0.37 0.100
H -1.47 0.99 -0.09 0.472
H 1.28 -0.72 0.09 0.136
Zn 1.24 1.47 0.33 0.588

=====

4.
6
Properties=species:S:1:pos:R:3:mulliken_charge:R:1 method="wB97M-V/def2-TZVPD" e_above_lowest_ev=0.011 total_energy_ha=-78.565980 smiles="C=C" multiplicity=1 mol_weight_g_mol=28.05 gap_ev=11.7 homo_ha=-0.376 lumo_ev=1.46 total_charge=0
C 0.39 0.07 -0.51 -0.457
C -0.42 -0.08 0.52 -0.408
H 0.17 0.67 -1.39 0.218
H 1.38 -0.37 -0.54 0.211
H -1.41 0.35 0.53 0.219
H -0.11 -0.65 1.38 0.217

=====

5.
6
Properties=species:S:1:pos:R:3:mulliken_charge:R:1 method="wB97M-V/def2-TZVPD" e_above_lowest_ev=0.020 total_energy_ha=-78.565666 smiles="C=C" multiplicity=1 mol_weight_g_mol=28.05 gap_ev=11.7 homo_ha=-0.378 lumo_ev=1.45 total_charge=0
C -0.14 -0.62 0.15 -0.406
C 0.18 0.61 -0.19 -0.454
H -1.07 -1.04 -0.22 0.207
H 0.48 -1.23 0.78 0.230
H -0.44 1.25 -0.82 0.210
H 1.08 1.11 0.14 0.214

=====

6.
63
Properties=species:S:1:pos:R:3:mulliken_charge:R:1 method="wB97M-V/def2-TZVPD" e_above_lowest_ev=0.635 total_energy_ha=-1683.396161 multiplicity=1 mol_weight_g_mol=569.92 gap_ev=5.9 homo_ha=-0.448 lumo_ev=-6.30 total_charge=+1
Hg 4.83 -5.66 7.66 1.199
C 8.26 -3.79 9.27 0.829
C 8.07 -5.30 9.06 -0.894
O 7.11 -5.48 8.04 -0.155
H 9.08 -3.71 10.01 0.041
H 7.37 -3.47 9.91 -0.456
H 8.31 -3.28 8.31 0.316
H 7.75 -5.68 10.01 0.641
H 9.01 -5.76 8.76 0.428
O 9.99 -2.94 12.43 -0.702
H 10.22 -2.58 13.30 0.264
H 9.73 -3.86 12.56 0.271
O 10.31 -7.88 7.30 -0.649
H 9.46 -7.69 7.71 0.335
H 10.49 -7.44 6.48 0.274
O 7.96 -8.17 8.77 -0.725
H 7.98 -8.42 9.72 0.319
H 7.69 -7.23 8.71 0.299
O 5.25 -3.18 7.83 -0.445
H 5.25 -2.61 8.57 0.333
H 5.91 -2.60 7.45 0.222
O 7.28 -2.88 12.35 -0.763
H 6.72 -2.37 11.76 0.329
H 8.10 -2.69 11.94 0.472
O 9.16 -5.63 12.58 -0.612
H 9.89 -5.63 13.17 0.286
H 8.41 -5.98 13.13 0.258
O 7.04 -7.75 11.47 -0.628
H 6.72 -8.68 11.65 0.283
H 7.94 -7.80 11.83 0.282
O 5.24 -7.41 9.19 -0.439
H 4.87 -8.30 9.31 0.283
H 5.85 -7.39 9.89 0.233
O 5.68 -5.06 5.43 -0.532
H 6.59 -4.95 5.18 0.257
H 5.09 -5.26 4.70 0.308
O 8.75 -4.77 5.81 -0.788
H 8.47 -4.94 6.71 0.237
H 9.17 -3.90 5.88 0.293
O 7.14 -2.04 6.05 -0.652
H 7.83 -1.71 6.62 0.331
H 7.62 -2.36 5.32 0.298
O 5.27 -1.73 10.22 -0.650
H 4.42 -1.48 10.54 0.263
H 5.68 -0.87 10.15 0.306
O 8.57 -0.56 7.82 -0.754
H 8.78 -0.96 8.64 0.310
H 7.69 -0.34 8.03 0.334
O 12.17 -3.53 10.85 -0.582
H 12.67 -2.75 10.62 0.311
H 11.40 -3.24 11.30 0.363
O 9.86 -0.99 10.41 -0.710
H 10.61 -1.23 9.83 0.346
H 10.04 -1.51 11.19 0.302
O 10.78 -6.55 10.37 -0.548
H 10.27 -7.36 10.38 0.330
H 10.15 -5.93 10.71 0.072
O 5.74 -5.10 11.69 -0.667
H 6.14 -5.99 11.76 0.367
H 6.46 -4.52 11.83 0.425
O 11.15 -4.17 8.00 -0.699
H 10.24 -4.47 8.06 -0.024
H 11.45 -4.55 8.81 0.427

=====

7.
68
Properties=species:S:1:pos:R:3:mulliken_charge:R:1 method="wB97M-V/def2-TZVPD" e_above_lowest_ev=2.284 total_energy_ha=-1757.895564 multiplicity=1 mol_weight_g_mol=420.35 gap_ev=7.3 homo_ha=-0.118 lumo_ev=4.12 total_charge=-2
O 1.01 1.86 0.79 -0.270
C 0.25 0.99 0.01 -1.520
C 0.36 -0.46 0.40 0.395
O 0.03 -1.34 -0.65 2.675
H 0.40 1.29 -0.98 1.740
H -0.86 1.22 0.16 0.605
H -0.25 -0.66 1.26 0.350
H 1.39 -0.68 0.52 -0.738
O 2.39 3.99 1.55 -0.728
H 2.75 4.37 0.75 0.299
H 1.84 3.28 1.24 0.305
O -1.90 1.79 -2.25 -0.801
H -2.16 2.60 -1.85 0.346
H -1.24 1.38 -1.69 0.091
O 1.02 1.94 -3.60 -0.597
H 0.67 2.21 -4.46 0.273
H 0.51 1.18 -3.40 0.308
O -3.11 2.47 1.80 -0.679
H -3.47 1.82 2.40 0.322
H -3.50 2.10 0.95 0.363
O 2.31 -4.12 -0.88 -0.708
H 1.42 -3.91 -1.11 0.297
H 2.77 -3.90 -1.66 0.299
O 2.20 0.86 2.95 -0.817
H 1.99 -0.06 2.97 0.552
H 1.87 1.15 2.10 0.104
O -0.65 1.19 3.30 -0.708
H -0.25 0.94 2.47 0.084
H 0.04 1.61 3.80 0.359
O -0.28 -3.80 -1.89 -0.806
H -0.27 -2.98 -1.43 0.282
H 0.11 -3.78 -2.75 0.305
O -2.63 -3.35 1.28 -0.820
H -2.54 -2.47 0.83 0.497
H -2.80 -4.04 0.68 0.279
O 0.85 3.54 -1.37 -0.734
H 1.22 3.04 -2.07 0.425
H 0.83 2.90 -0.65 0.051
O 1.48 -1.97 2.82 -0.793
H 0.65 -1.92 3.26 0.310
H 1.17 -2.40 2.02 0.235
O -0.02 -3.33 1.14 -0.917
H 0.16 -2.43 0.70 -0.112
H -0.97 -3.41 1.15 0.567
O 3.84 -1.84 0.23 -0.757
H 3.23 -2.12 -0.44 0.408
H 3.36 -1.07 0.53 0.355
O -0.16 -0.51 -3.26 -0.753
H -1.06 -0.76 -3.47 0.279
H -0.03 -0.89 -2.36 -0.156
O 2.45 -1.37 -2.05 -0.735
H 1.98 -1.91 -2.71 0.424
H 1.72 -1.20 -1.48 -0.513
O -2.71 -0.46 2.26 -0.789
H -2.99 -0.24 1.40 0.350
H -1.78 -0.27 2.34 0.233
O -0.97 3.72 0.98 -0.833
H -0.27 3.02 0.98 0.243
H -1.67 3.25 1.58 0.483
O -4.17 1.20 -0.37 -0.709
H -4.71 1.72 -0.97 0.263
H -3.40 0.93 -0.91 0.372
O -2.46 -1.26 -0.35 -0.944
H -2.86 -1.85 -1.01 0.252
H -1.50 -1.24 -0.53 -0.172
O 3.25 1.17 -0.52 -0.665
H 2.34 1.29 -0.22 0.139
H 3.72 1.95 -0.22 0.254

=====

8.
69
Properties=species:S:1:pos:R:3:mulliken_charge:R:1 method="wB97M-V/def2-TZVPD" total_energy_ha=-1836.326808 multiplicity=1 mol_weight_g_mol=605.95 gap_ev=6.7 homo_ha=-0.440 lumo_ev=-5.28 total_charge=+1
Hg 2.80 3.44 11.45 0.203
C 2.83 6.90 11.82 2.776
C 4.06 6.56 11.02 -0.514
O 4.34 5.21 11.18 2.364
H 2.68 7.95 11.81 -0.648
H 2.86 6.59 12.90 -0.926
H 1.89 6.59 11.27 -0.739
H 4.94 6.99 11.43 -0.052
H 3.81 6.79 9.99 0.374
O 7.12 7.43 9.26 -0.701
H 6.57 8.15 8.89 0.295
H 7.34 7.65 10.16 0.349
O 2.94 8.21 15.54 -0.670
H 2.58 7.40 15.20 0.454
H 3.57 8.39 14.83 0.447
O 2.12 10.55 12.18 -0.654
H 1.28 10.87 12.53 0.279
H 2.49 11.27 11.71 0.307
O 4.91 6.74 14.25 -0.672
H 4.87 7.68 13.96 0.369
H 4.21 6.36 13.69 -0.247
O 1.85 4.54 9.43 -0.598
H 2.66 4.93 9.03 0.196
H 1.50 3.93 8.76 0.300
O 0.70 4.44 12.22 -0.410
H 0.37 4.10 13.05 0.273
H 0.18 5.27 12.04 0.249
O 4.62 9.38 10.22 -0.759
H 3.83 9.18 9.72 0.432
H 4.58 8.60 10.82 0.195
O 2.43 8.56 8.35 -0.656
H 2.06 9.27 7.86 0.273
H 1.69 8.09 8.70 0.444
O 3.41 4.33 13.80 -0.494
H 2.72 4.93 14.12 0.263
H 4.06 4.04 14.47 0.252
O 4.84 2.64 12.08 -0.533
H 5.62 3.18 12.09 0.118
H 5.09 1.79 12.48 0.290
O 4.16 2.94 9.40 -0.477
H 4.01 2.99 8.45 0.267
H 5.05 2.62 9.59 0.276
O -1.11 6.15 11.04 -0.787
H -1.05 7.04 11.47 0.327
H -2.01 6.06 10.64 0.307
O 1.63 5.91 15.32 -0.704
H 0.71 5.86 15.00 0.266
H 1.76 5.07 15.73 0.312
O 6.84 5.36 12.25 -0.823
H 5.91 5.36 11.94 -0.133
H 7.23 4.56 11.90 0.316
O 0.54 9.48 10.29 -0.627
H 0.90 10.21 9.76 0.264
H 1.18 9.51 10.96 0.357
O 4.45 9.39 13.48 -0.541
H 4.72 9.95 14.22 0.259
H 3.85 9.83 12.88 0.204
O 0.13 6.60 8.68 -0.707
H 0.82 5.94 8.52 0.361
H -0.30 6.34 9.50 0.365
O 3.37 6.23 7.09 -0.698
H 2.86 7.02 7.28 0.394
H 4.20 6.38 7.50 0.312
O 6.19 4.90 8.95 -0.802
H 6.54 5.75 9.07 0.519
H 5.45 4.91 9.57 0.077
O 7.45 7.85 12.02 -0.694
H 7.27 6.96 12.25 0.318
H 7.16 8.40 12.78 0.268

=====

9.
68
Properties=species:S:1:pos:R:3:mulliken_charge:R:1 method="wB97M-V/def2-TZVPD" e_above_lowest_ev=0.339 total_energy_ha=-1683.307687 multiplicity=1 mol_weight_g_mol=405.36 gap_ev=8.7 homo_ha=-0.235 lumo_ev=2.26 total_charge=-1
C -0.05 -0.38 0.52 2.025
C 0.54 0.26 -0.71 1.484
O -0.55 0.56 -1.60 -0.459
H -0.19 -1.42 0.44 0.073
H -1.05 0.05 0.83 -0.701
H 0.64 -0.26 1.32 -1.166
H 1.26 -0.32 -1.31 -0.628
H 1.01 1.15 -0.36 -0.607
O 1.10 -4.69 1.11 -0.730
H 1.22 -3.91 1.62 0.389
H 0.55 -4.31 0.43 0.432
O 1.59 -0.07 3.74 -0.706
H 2.44 -0.10 3.31 0.297
H 0.94 0.42 3.24 0.383
O 0.11 -3.16 -1.26 -0.746
H -0.56 -2.57 -0.97 0.337
H 1.03 -2.90 -0.98 0.377
O 3.65 0.35 -1.66 -0.667
H 4.12 0.67 -2.42 0.318
H 3.17 -0.48 -1.79 0.306
O 0.68 3.45 -1.81 -0.658
H 0.24 4.16 -2.25 0.261
H 0.14 2.65 -2.01 0.456
O 0.81 3.81 1.11 -0.773
H 0.67 3.57 0.22 0.448
H 0.35 3.16 1.61 0.344
O -1.95 -3.03 2.08 -0.716
H -1.63 -2.20 2.52 0.379
H -2.68 -3.35 2.59 0.230
O 0.45 -0.26 -3.86 -0.896
H 0.56 0.55 -4.35 0.287
H 0.09 -0.08 -2.95 0.352
O 0.89 -2.42 2.75 -0.630
H 0.96 -1.46 2.97 0.304
H 0.22 -2.85 3.26 0.281
O -3.69 -1.36 0.94 -0.776
H -2.94 -1.91 1.23 0.445
H -4.46 -1.96 0.94 0.256
O -2.35 -1.52 -1.38 -0.818
H -2.98 -1.40 -0.69 0.602
H -1.68 -0.84 -1.26 -0.056
O 2.87 -1.33 -4.20 -0.652
H 2.41 -2.17 -4.29 0.303
H 2.19 -0.68 -4.00 0.400
O 2.68 1.77 1.52 -0.691
H 2.43 0.94 1.13 0.307
H 2.24 2.46 1.06 0.442
O -1.49 -0.54 3.18 -0.636
H -1.97 0.08 2.70 0.176
H -1.66 -0.24 4.10 0.229
O -2.63 1.97 -0.44 -0.787
H -2.70 2.89 -0.80 0.344
H -1.87 1.55 -0.81 0.363
O -1.52 2.41 -3.39 -0.678
H -2.19 2.13 -3.98 0.330
H -1.24 1.62 -3.02 -0.026
O -2.02 2.63 1.95 -0.720
H -2.13 2.40 0.97 0.457
H -2.35 3.54 1.96 0.287
O 2.69 -2.60 -0.69 -0.569
H 2.69 -1.99 0.06 0.242
H 3.51 -3.01 -0.69 0.244
O 3.17 2.98 -1.17 -0.715
H 2.25 3.12 -1.44 0.434
H 3.26 2.03 -1.15 0.451
O -3.90 0.76 2.40 -0.741
H -3.79 0.07 1.73 0.497
H -3.56 1.63 2.12 0.382

=====

10.
11
Properties=species:S:1:pos:R:3:lowdin_spin:R:1 method="wB97M-V/def2-TZVPD" s_squared=2.016 total_energy_ha=-789.285080 multiplicity=3 mol_weight_g_mol=122.32 gap_ev="7.9 / 6.4" homo_ha="-0.277 / -0.350" lumo_ev="0.35 / -3.10" total_charge=0
B 1.31 -0.59 0.32 0.085
C -2.08 0.76 1.31 0.091
C -1.83 -0.17 0.42 0.619
O 0.74 -1.81 0.37 0.018
O 2.80 -0.56 0.63 0.105
O 0.68 0.53 0.15 0.813
Cl -1.98 -1.59 -0.34 0.220
H -3.02 0.95 1.75 0.032
H -1.40 1.40 1.68 0.017
H 1.34 -2.57 0.38 0.002
H 3.00 0.12 1.31 -0.001

=====

11.
8
Properties=species:S:1:pos:R:3:mulliken_charge:R:1 method="wB97M-V/def2-TZVPD" e_above_lowest_ev=0.078 total_energy_ha=-5226.631792 smiles=BrCCBr multiplicity=1 mol_weight_g_mol=187.86 gap_ev=11.0 homo_ha=-0.375 lumo_ev=0.80 total_charge=0
Br 0.96 1.69 1.13 -0.126
C 0.61 -0.10 0.45 -0.596
C -0.47 -0.11 -0.60 -0.565
Br -2.22 0.04 0.17 -0.117
H 0.35 -0.74 1.28 0.379
H 1.56 -0.41 0.01 0.330
H -0.44 -1.06 -1.13 0.323
H -0.35 0.70 -1.31 0.373

=====

12.
31
Properties=species:S:1:pos:R:3:lowdin_spin:R:1 method="wB97M-V/def2-TZVPD" s_squared=0.782 e_above_lowest_ev=2.110 total_energy_ha=-9068.259751 multiplicity=2 mol_weight_g_mol=689.69 gap_ev="8.2 / 8.7" homo_ha="-0.315 / -0.315" lumo_ev="-0.40 / 0.17" total_charge=-1
O -22.04 -8.49 -4.30 -0.229
V -21.07 -9.35 -3.45 1.166
P -18.81 -7.82 -2.70 0.001
F -18.83 -6.25 -2.60 0.000
F -20.26 -7.93 -1.90 0.013
F -19.72 -7.75 -4.11 0.002
F -18.96 -9.45 -2.85 0.002
F -17.45 -7.96 -3.57 0.000
F -18.08 -8.02 -1.24 0.000
P -22.41 -11.79 -2.31 0.001
F -22.20 -12.69 -0.95 0.000
F -22.14 -13.16 -3.08 0.000
F -23.97 -12.15 -2.33 0.001
F -22.64 -11.11 -3.81 0.014
F -22.60 -10.26 -1.82 0.018
F -20.81 -11.41 -2.34 0.002
P -19.27 -11.54 -5.56 0.000
F -19.90 -11.98 -6.99 0.000
F -18.36 -12.86 -5.77 0.000
F -18.21 -10.60 -6.31 0.000
F -18.41 -11.43 -4.15 0.000
F -20.30 -10.33 -5.29 0.010
F -20.17 -12.63 -4.76 0.000
Br -24.78 -6.97 -8.99 0.000
C -25.47 -7.73 -7.30 0.000
C -24.40 -8.18 -6.35 0.000
Br -25.38 -9.32 -5.13 -0.001
H -26.11 -8.59 -7.52 0.000
H -26.12 -6.99 -6.85 0.000
H -23.99 -7.32 -5.81 0.000
H -23.52 -8.60 -6.84 0.000

=====

13.
10
Properties=species:S:1:pos:R:3:mulliken_charge:R:1 method="wB97M-V/def2-TZVPD" e_above_lowest_ev=2.109 total_energy_ha=-3465.141734 multiplicity=1 mol_weight_g_mol=284.32 gap_ev=8.4 homo_ha=-0.332 lumo_ev=-0.61 total_charge=0
C 0.52 -1.13 0.88 -0.603
C -0.21 1.09 -0.50 -0.024
N 0.29 -0.13 -0.85 -0.561
Cl 0.74 1.84 0.70 -0.121
Br -2.09 1.24 0.16 -0.143
I -0.65 -1.38 -2.20 0.179
H -0.45 -0.73 1.30 0.279
H 0.64 -2.15 0.72 0.329
H 1.32 -0.51 1.22 0.307
H -0.11 1.86 -1.44 0.359